This record from the Open Molecules 2025 dataset describes a 12-piece molecular cluster, C58H98N2O32 overall. The level of theory is ωB97M-V/def2-TZVPD.

## Properties
relative energy (zero: lowest compared OMol25 entry of this formula, charge and spin) = 128.7 kcal/mol
E_HOMO = -7.410 eV
charge = 0
LUMO level = -0.607 eV
structure (SMILES) = CC1(C)CCCC(C)(C)N1O.CC1(C)CCCC(C)(C)N1O.C[C@H]1COC(=O)O1.C[C@H]1COC(=O)O1.C[C@H]1COC(=O)O1.C[C@H]1COC(=O)O1.C[C@H]1COC(=O)O1.C[C@H]1COC(=O)O1.C[C@H]1COC(=O)O1.C[C@H]1COC(=O)O1.C[C@H]1COC(=O)O1.C[C@H]1COC(=O)O1
gap between HOMO and LUMO = 0.2500 Eh

Bonds (Å) are listed after each position.
Geometry (Å):
1 H 5.02 5.75 -0.60  C162 1.090
2 H -5.36 -1.57 -4.70  C109 1.090
3 H -1.29 -2.16 -1.03  C103 1.090
4 H -0.24 1.78 5.03  C163 1.090
5 H 4.10 0.92 5.34  C114 1.090
6 C 0.71 0.51 -1.97  H52 1.090, O80 1.458, H82 1.090, C117 1.480
7 H 1.54 3.83 -2.36  C134 1.090
8 H -0.26 -3.71 1.44  C131 1.090
9 H -2.12 3.24 -7.99  C97 1.090
10 O -2.49 4.82 -2.44  C20 1.428, C56 1.391
11 H -4.13 2.87 8.16  C98 1.090
12 H -5.05 -5.99 -0.40  C133 1.090
13 H -1.76 -0.69 -1.81  C103 1.090
14 N -2.85 2.83 5.79  C37 1.461, O92 1.384, C166 1.480
15 H -0.29 -3.68 5.61  C19 1.090
16 C 0.24 -6.00 3.86  H34 1.090, H59 1.090, H89 1.090, C94 1.578
17 H -4.57 -3.28 0.74  C107 1.090
18 C -4.38 2.76 -6.76  H42 1.090, H71 1.090, H141 1.090, C173 1.522
19 C 0.75 -3.36 5.61  H15 1.090, C124 1.615, H161 1.090, C188 1.584
20 C -3.04 3.53 -2.19  O10 1.428, C115 1.517, H127 1.090, H189 1.090
21 C -3.29 -1.97 -4.69  H35 1.090, C40 1.501, C109 1.513, O151 1.373
22 H -2.31 4.67 3.92  C79 1.090
23 H 0.61 -6.60 -4.34  C74 1.090
24 H -2.34 3.12 -0.23  C115 1.090
25 H -4.58 1.97 -0.62  C44 1.090
26 H 1.80 3.83 -0.63  C134 1.090
27 H -2.01 0.44 4.74  C55 1.090
28 H 7.23 -1.45 0.40  C78 1.090
29 H 0.54 -1.49 4.41  C124 1.090
30 H -0.49 2.70 7.61  C85 1.090
31 H 1.39 -5.13 1.38  O132 0.960
32 H 1.22 -5.38 6.13  C188 1.090
33 H -4.09 -2.82 -6.55  C40 1.090
34 H 0.01 -6.06 2.79  C16 1.090
35 H -3.16 -2.45 -3.73  C21 1.090
36 H 1.73 1.42 -6.85  C129 1.090
37 C -2.46 3.55 6.99  N14 1.461, C85 1.587, C98 1.543, C99 1.521
38 H -0.78 -1.83 -2.70  C103 1.090
39 H 3.53 5.08 -2.54  C83 1.090
40 C -3.31 -2.97 -5.81  C21 1.501, H33 1.090, H139 1.090, O164 1.424
41 H -1.66 1.57 -8.30  C97 1.090
42 H -4.14 3.77 -6.44  C18 1.090
43 H 4.16 -2.46 -1.60  C128 1.090
44 C -4.52 2.96 -0.17  H25 1.090, H69 1.090, C115 1.549, H121 1.090
45 H 2.72 -5.63 -4.26  C152 1.090
46 H 3.75 0.57 -7.41  C136 1.090
47 H 0.94 4.08 5.87  C105 1.090
48 H -0.62 4.38 7.75  C85 1.090
49 C -1.36 2.09 -5.40  O53 1.247, O64 1.325, O156 1.301
50 C 2.56 -6.57 3.98  C94 1.526, H142 1.090, H157 1.090, H178 1.090
51 H 4.57 1.68 2.77  C119 1.090
52 H 0.21 0.55 -2.94  C6 1.090
53 O -0.63 2.07 -4.39  C49 1.247
54 C 4.27 0.25 -0.58  O88 1.362, O171 1.222, O182 1.328
55 C -2.33 1.21 4.05  H27 1.090, H84 1.090, C166 1.561, H185 1.090
56 C -2.65 5.65 -1.34  O10 1.391, O57 1.231, O160 1.337
57 O -2.44 6.86 -1.28  C56 1.231
58 O 3.04 5.45 3.77  C118 1.222
59 H -0.54 -5.36 4.28  C16 1.090
60 H 4.53 4.01 -0.39  C162 1.090
61 C 0.04 1.23 -0.02  O80 1.294, O153 1.339, O169 1.232
62 H -2.53 -4.29 -0.56  C123 1.090
63 C 3.27 0.24 -4.62  O100 1.300, O113 1.241, O186 1.335
64 O -0.90 2.26 -6.63  C49 1.325, C97 1.389
65 C 2.56 2.34 2.50  C119 1.479, O137 1.446, H170 1.090, H172 1.090
66 O 0.82 5.43 -1.34  C134 1.450, C165 1.321
67 O 0.32 -4.92 -0.56  C93 1.259
68 O -2.28 -5.84 0.81  C112 1.356, C123 1.372
69 H -4.37 2.95 0.91  C44 1.090
70 H -2.35 5.69 6.40  C99 1.090
71 H -5.13 2.44 -6.04  C18 1.090
72 H -4.45 -0.15 -4.14  C109 1.090
73 H 2.08 -2.33 1.09  C95 1.090
74 C 0.07 -5.73 -3.96  H23 1.090, O106 1.433, H116 1.090, C181 1.556
75 H -0.56 4.77 5.39  C105 1.090
76 H 1.49 3.44 -5.14  C90 1.090
77 H -3.62 3.67 3.30  C79 1.090
78 C 7.16 -1.71 -0.65  H28 1.090, H81 1.090, H120 1.090, C144 1.481
79 C -2.54 3.71 3.47  H22 1.090, H77 1.090, H87 1.090, C166 1.530
80 O 0.37 1.68 -1.18  C6 1.458, C61 1.294
81 H 7.29 -2.78 -0.82  C78 1.090
82 H 1.79 0.43 -2.08  C6 1.090
83 C 3.12 5.28 -1.55  H39 1.090, C134 1.503, O148 1.418, C162 1.541
84 H -1.78 1.00 3.13  C55 1.090
85 C -0.87 3.56 7.07  H30 1.090, C37 1.587, H48 1.090, C105 1.525
86 H -0.90 -3.70 3.01  C131 1.090
87 H -2.03 3.62 2.51  C79 1.090
88 O 5.61 0.11 -0.79  C54 1.362, C144 1.381
89 H 0.12 -6.97 4.33  C16 1.090
90 C 2.28 3.21 -5.85  H76 1.090, H122 1.090, C129 1.539, H174 1.090
91 H 5.76 -1.32 -2.26  C144 1.090
92 O -4.22 2.74 5.62  N14 1.384, H143 0.960
93 C 0.28 -4.92 -1.82  O67 1.259, O106 1.344, O110 1.297
94 C 1.66 -5.34 4.05  C16 1.578, C50 1.526, N150 1.498, C188 1.541
95 C 2.03 -2.00 2.13  H73 1.090, C104 1.585, H147 1.090, H175 1.090
96 H -2.71 1.86 8.37  C98 1.090
97 C -1.96 2.27 -7.53  H9 1.090, H41 1.090, O64 1.389, C173 1.502
98 C -3.04 2.89 8.26  H11 1.090, C37 1.543, H96 1.090, H154 1.090
99 C -2.91 5.00 7.03  C37 1.521, H70 1.090, H135 1.090, H190 1.090
100 O 2.31 1.07 -4.88  C63 1.300, C129 1.393
101 H 2.15 -1.99 4.59  C124 1.090
102 C -1.33 -1.82 -5.72  O151 1.294, O164 1.356, O179 1.207
103 C -0.93 -1.39 -1.71  H3 1.090, H13 1.090, H38 1.090, C117 1.536
104 C 1.26 -3.06 3.02  C95 1.585, C124 1.524, C131 1.551, N150 1.469
105 C -0.13 3.84 5.77  H47 1.090, H75 1.090, C85 1.525, C163 1.541
106 O -0.20 -5.93 -2.56  C74 1.433, C93 1.344
107 C -5.02 -3.94 0.00  H17 1.090, C133 1.502, H146 1.090, H176 1.090
108 H 0.49 -3.59 -4.55  C181 1.090
109 C -4.44 -1.00 -4.83  H2 1.090, C21 1.513, H72 1.090, H184 1.090
110 O 0.96 -4.12 -2.57  C93 1.297, C181 1.450
111 H 3.38 -0.01 4.08  C114 1.090
112 C -3.15 -6.04 1.83  O68 1.356, O140 1.264, O177 1.378
113 O 3.40 -0.57 -3.69  C63 1.241
114 C 3.42 1.00 4.49  H5 1.090, H111 1.090, C119 1.581, H168 1.090
115 C -3.20 3.60 -0.68  C20 1.517, H24 1.090, C44 1.549, O160 1.377
116 H -0.86 -5.53 -4.49  C74 1.090
117 C 0.32 -0.68 -1.18  C6 1.480, C103 1.536, O153 1.382, H155 1.090
118 C 3.18 4.28 3.45  O58 1.222, O137 1.269, O159 1.420
119 C 3.73 2.06 3.36  H51 1.090, C65 1.479, C114 1.581, O159 1.400
120 H 8.05 -1.29 -1.13  C78 1.090
121 H -5.43 3.55 -0.29  C44 1.090
122 H 2.00 3.67 -6.80  C90 1.090
123 C -2.91 -5.27 -0.27  H62 1.090, O68 1.372, C133 1.541, H149 1.090
124 C 1.15 -2.39 4.39  C19 1.615, H29 1.090, H101 1.090, C104 1.524
125 H 2.56 -4.29 -5.34  C152 1.090
126 H 3.90 5.33 0.54  C162 1.090
127 H -2.28 2.80 -2.47  C20 1.090
128 C 4.56 -1.90 -0.75  H43 1.090, C144 1.566, H158 1.090, O182 1.377
129 C 2.48 1.70 -6.11  H36 1.090, C90 1.539, O100 1.393, C136 1.558
130 H 2.63 -4.37 5.78  C188 1.090
131 C -0.15 -3.19 2.39  H8 1.090, H86 1.090, C104 1.551, H167 1.090
132 O 2.24 -4.86 1.74  H31 0.960, N150 1.371
133 C -4.40 -5.30 0.14  H12 1.090, C107 1.502, C123 1.541, O177 1.352
134 C 1.87 4.45 -1.52  H7 1.090, H26 1.090, O66 1.450, C83 1.503
135 H -3.92 5.08 6.63  C99 1.090
136 C 3.90 1.25 -6.57  H46 1.090, C129 1.558, H183 1.090, O186 1.417
137 O 2.37 3.76 2.62  C65 1.446, C118 1.269
138 H -3.44 0.84 -7.05  C173 1.090
139 H -3.62 -3.93 -5.39  C40 1.090
140 O -2.79 -6.51 2.96  C112 1.264
141 H -4.83 2.77 -7.76  C18 1.090
142 H 2.25 -7.11 4.87  C50 1.090
143 H -4.43 1.87 5.96  O92 0.960
144 C 5.89 -1.18 -1.19  C78 1.481, O88 1.381, H91 1.090, C128 1.566
145 H -0.13 2.99 3.78  C163 1.090
146 H -4.81 -3.60 -1.02  C107 1.090
147 H 3.10 -1.91 2.33  C95 1.090
148 O 2.66 6.60 -1.28  C83 1.418, C165 1.397
149 H -2.76 -6.02 -1.06  C123 1.090
150 N 1.98 -4.34 2.98  C94 1.498, C104 1.469, O132 1.371
151 O -2.14 -1.24 -4.90  C21 1.373, C102 1.294
152 C 2.36 -4.60 -4.32  H45 1.090, H125 1.090, H180 1.090, C181 1.497
153 O 0.22 -0.09 0.07  C61 1.339, C117 1.382
154 H -2.78 3.38 9.20  C98 1.090
155 H 1.17 -1.37 -1.16  C117 1.090
156 O -2.63 1.85 -5.45  C49 1.301, C173 1.386
157 H 2.40 -7.03 3.01  C50 1.090
158 H 4.81 -2.62 0.02  C128 1.090
159 O 4.10 3.29 3.90  C118 1.420, C119 1.400
160 O -3.23 4.94 -0.36  C56 1.337, C115 1.377
161 H 0.91 -2.85 6.56  C19 1.090
162 C 4.19 5.05 -0.47  H1 1.090, H60 1.090, C83 1.541, H126 1.090
163 C -0.58 2.78 4.75  H4 1.090, C105 1.541, H145 1.090, C166 1.552
164 O -1.97 -2.87 -6.29  C40 1.424, C102 1.356
165 C 1.26 6.67 -1.25  O66 1.321, O148 1.397, O187 1.252
166 C -2.11 2.68 4.52  N14 1.480, C55 1.561, C79 1.530, C163 1.552
167 H -0.66 -2.25 2.17  C131 1.090
168 H 2.46 1.16 4.97  C114 1.090
169 O -0.09 1.99 0.94  C61 1.232
170 H 1.78 1.65 2.83  C65 1.090
171 O 3.59 1.26 -0.63  C54 1.222
172 H 2.88 2.09 1.48  C65 1.090
173 C -3.17 1.85 -6.73  C18 1.522, C97 1.502, H138 1.090, O156 1.386
174 H 3.14 3.86 -5.72  C90 1.090
175 H 1.66 -0.98 2.23  C95 1.090
176 H -6.10 -4.00 0.09  C107 1.090
177 O -4.42 -5.69 1.43  C112 1.378, C133 1.352
178 H 3.62 -6.33 4.04  C50 1.090
179 O -0.23 -1.44 -6.00  C102 1.207
180 H 2.97 -3.95 -3.69  C152 1.090
181 C 0.91 -4.43 -3.99  C74 1.556, H108 1.090, O110 1.450, C152 1.497
182 O 3.65 -0.92 -0.44  C54 1.328, C128 1.377
183 H 4.68 1.98 -6.76  C136 1.090
184 H -4.46 -0.45 -5.77  C109 1.090
185 H -3.39 0.97 3.92  C55 1.090
186 O 4.29 0.45 -5.46  C63 1.335, C136 1.417
187 O 0.55 7.70 -1.17  C165 1.252
188 C 1.64 -4.66 5.43  C19 1.584, H32 1.090, C94 1.541, H130 1.090
189 H -4.01 3.46 -2.67  C20 1.090
190 H -2.90 5.30 8.08  C99 1.090